# 1
ORCA calculation (the ωB97M-V functional and the def2-TZVPD basis) on a molecular structure, C11H19BF4N5O4Pt.

Last column: Löwdin charge in e.
Cartesian coordinates (Å):
Pt -0.075 0.596 -0.007  1.30
O -5.527 1.719 2.108  0.15
C -4.998 2.803 1.611  -0.50
O -5.579 3.857 1.543  0.12
C -3.599 2.727 1.073  -0.01
C -2.883 3.832 0.623  0.05
N -1.716 3.393 0.146  0.07
N -1.625 2.074 0.250  -0.07
C -2.748 1.633 0.822  -0.12
C -2.890 0.169 1.122  -0.55
O -3.867 -0.263 1.714  0.10
O -1.937 -0.575 0.702  -0.14
H -4.962 0.894 2.052  0.08
H -3.178 4.862 0.635  0.15
H -0.932 3.934 -0.205  0.18
N -1.106 -2.032 -1.331  0.18
C 0.017 -2.859 -1.846  -0.27
C 0.932 -3.296 -0.707  -0.08
C 1.853 -2.208 -0.142  -0.33
N 1.142 -1.219 0.680  0.00
C 2.625 -1.530 -1.273  -0.09
C 1.739 -1.018 -2.413  -0.33
N 1.011 0.199 -2.032  0.00
C 0.788 -2.106 -2.928  -0.08
H -1.562 -2.447 -0.507  0.16
H -1.830 -1.878 -2.040  0.18
H -0.758 -1.090 -0.974  0.04
H -0.424 -3.754 -2.295  0.16
H 1.578 -4.077 -1.108  0.14
H 0.346 -3.751 0.092  0.13
H 2.594 -2.721 0.489  0.16
H 1.833 -0.646 1.170  0.11
H 0.584 -1.687 1.394  0.12
H 3.318 -2.258 -1.695  0.14
H 3.219 -0.708 -0.874  0.12
H 2.419 -0.763 -3.241  0.16
H 0.468 0.559 -2.817  0.12
H 1.705 0.921 -1.832  0.08
H 1.393 -2.840 -3.461  0.14
H 0.100 -1.668 -3.654  0.13
F 2.780 3.628 0.421  0.24
B 1.930 2.620 0.282  -1.34
F 1.027 2.451 1.341  0.08
F 2.545 1.366 0.113  0.08
F 1.091 2.757 -0.871  0.04

Its charge is +1. Its HOMO energy (spin up / spin down) is -12.40 / -12.53 eV. Its molecular weight is 567.19 g/mol. Its spin multiplicity is 3. The LUMO energy (spin up / spin down) is -3.400 / -5.544 eV. As for the energy relative to the best compared isomer or geometry (same formula, charge and spin): 16.33 kcal/mol.



# 2
ORCA calculation (the ωB97M-V functional and the def2-TZVPD basis) on C11H19BO3 in the gas phase.

Last column: Löwdin charge in e.
Cartesian coordinates (Å):
B 0.648 -1.090 -0.626  -0.44
C 0.747 -1.639 -2.091  0.03
C 0.177 -0.959 -3.114  -0.10
C -0.527 0.321 -2.913  -0.07
C -0.729 0.755 -1.673  -0.04
C -0.134 0.330 -0.376  -0.29
C 1.973 -2.692 2.600  -0.06
C -3.457 -0.420 0.175  -0.09
C 1.758 3.610 0.501  -0.05
C 1.281 -1.467 1.735  -0.20
C -2.072 -0.794 0.621  -0.20
C 0.530 2.687 0.136  -0.32
O 1.213 -1.738 0.366  0.08
O -1.141 0.357 0.692  -0.13
O 0.919 1.375 0.086  -0.09
H 1.295 -2.661 -2.102  0.13
H 0.153 -1.231 -4.279  0.14
H -0.831 0.831 -3.820  0.11
H -1.263 1.656 -1.499  0.11
H 2.871 -2.908 1.926  0.09
H 2.148 -2.369 3.678  0.08
H 1.314 -3.562 2.739  0.05
H -3.944 0.221 0.852  0.05
H -3.523 0.154 -0.786  0.09
H -4.122 -1.319 -0.038  0.10
H 1.478 4.596 0.631  0.04
H 2.074 3.236 1.523  0.10
H 2.420 3.466 -0.320  0.06
H 1.940 -0.565 1.864  0.14
H 0.227 -1.346 2.181  0.13
H -1.542 -1.394 -0.293  0.15
H -1.891 -1.314 1.634  0.14
H 0.383 3.051 -0.892  0.11
H -0.374 2.821 0.886  0.16

The SMILES is CCOB1C=CC=CC1(OCC)OCC. Its HOMO energy is -8.86 eV. Its molecular weight is 210.08 g/mol. The LUMO energy is -0.184 eV. As for the energy relative to the best compared isomer or geometry (same formula, charge and spin): 118.46 kcal/mol.



# 3
ORCA calculation (the ωB97M-V functional and the def2-TZVPD basis) on a molecular structure, C11H19Br2N4Ti.

Last column: Löwdin charge in e.
Cartesian coordinates (Å):
Ti -0.877 0.078 -0.460  0.81
C 0.613 0.628 2.018  -0.09
C 1.500 -0.048 1.003  -0.12
N 1.183 0.366 -0.407  -0.11
C 1.676 1.714 -0.777  -0.13
C 0.608 2.504 -1.475  -0.12
N -0.635 2.295 -0.667  -0.13
C -0.665 2.992 0.675  -0.10
C -1.407 2.080 1.649  -0.11
N -0.838 0.690 1.546  -0.11
H 0.943 1.628 2.172  0.12
H 0.659 0.059 2.937  0.16
H 1.438 -1.130 1.061  0.13
H 2.533 0.221 1.216  0.16
H 1.656 -0.288 -1.027  0.14
H 2.560 1.730 -1.367  0.15
H 1.889 2.247 0.130  0.12
H 0.449 2.130 -2.480  0.14
H 0.856 3.551 -1.575  0.16
H -1.437 2.644 -1.200  0.12
H -1.163 3.959 0.610  0.16
H 0.378 3.148 0.984  0.12
H -2.459 2.058 1.443  0.14
H -1.238 2.419 2.659  0.15
H -1.404 0.134 2.187  0.15
Br -2.647 0.142 -1.901  0.54
Br 1.383 -5.142 -2.612  1.00
C 0.378 -4.010 -1.578  -0.65
C -0.456 -4.562 -0.612  -0.03
C -1.247 -3.746 0.156  0.03
C -1.201 -2.380 -0.101  -0.17
N -0.336 -1.827 -0.965  -0.13
C 0.460 -2.597 -1.706  -0.08
H -0.477 -5.641 -0.492  0.14
H -1.946 -4.149 0.891  0.15
H -1.914 -1.726 0.477  0.12
H 1.181 -2.172 -2.411  0.14

Its charge is +3. Its HOMO energy is -18.88 eV. Its molecular weight is 414.98 g/mol. The LUMO energy is -12.730 eV.



# 4
ORCA calculation (the ωB97M-V functional and the def2-TZVPD basis) on a molecular structure, C11H19Br8Cl9.

Last column: Löwdin charge in e.
Cartesian coordinates (Å):
Br 3.981 -3.642 -1.574  0.60
C 2.575 -2.549 -0.737  -0.71
C 2.997 -1.064 -0.464  -0.63
Br 4.414 -1.216 0.928  0.57
H 2.318 -3.081 0.179  0.04
H 1.680 -2.651 -1.351  0.00
H 2.243 -0.446 0.024  -0.01
H 3.424 -0.592 -1.349  0.06
Br 0.966 0.645 4.557  0.57
C -0.263 -0.890 4.863  -0.68
C -1.402 -0.461 5.791  -0.69
Br -2.614 -1.989 5.947  0.61
H 0.213 -1.752 5.329  0.06
H -0.665 -1.090 3.870  0.00
H -1.919 0.372 5.314  0.05
H -1.153 -0.182 6.815  0.05
Br 2.116 2.693 1.618  0.55
C 0.655 4.052 1.662  -0.69
C 0.868 4.907 2.935  -0.58
Br -0.542 6.402 2.781  0.52
H -0.322 3.617 1.453  0.01
H 0.827 4.700 0.803  0.04
H 1.866 5.342 2.987  0.05
H 0.651 4.320 3.827  0.05
Br 1.628 -5.190 -4.836  0.60
C 1.339 -3.357 -5.474  -0.65
C 2.001 -2.348 -4.453  -0.65
Br 1.799 -0.442 -5.088  0.54
H 0.259 -3.256 -5.584  0.05
H 1.794 -3.271 -6.461  0.05
H 3.064 -2.581 -4.398  0.02
H 1.679 -2.399 -3.413  -0.01
C -0.964 0.015 -0.455  -1.38
Cl -0.116 -0.581 -1.923  0.55
Cl -0.546 1.725 -0.306  0.55
Cl -0.354 -0.779 1.050  0.54
H -2.043 -0.130 -0.513  -0.03
C -0.661 3.302 -3.156  -1.63
Cl 0.334 4.594 -3.770  0.55
Cl -1.178 2.284 -4.493  0.52
Cl -2.038 3.801 -2.197  0.52
H 0.037 2.774 -2.505  -0.05
C -5.717 -1.918 0.504  -1.46
Cl -4.455 -1.405 -0.623  0.53
Cl -6.019 -3.693 0.593  0.51
Cl -7.138 -1.078 -0.216  0.47
H -5.624 -1.513 1.512  0.02

Its HOMO energy is -9.97 eV. Its molecular weight is 1109.58 g/mol. The LUMO energy is 0.039 eV. As for the energy relative to the best compared isomer or geometry (same formula, charge and spin): 35.05 kcal/mol.



# 5
ORCA calculation (the ωB97M-V functional and the def2-TZVPD basis) on a molecular structure, C11H19Cl3OSn.

Last column: Löwdin charge in e.
Cartesian coordinates (Å):
C -0.708 0.994 -0.899  -0.33
C -0.847 -0.448 -1.141  -0.35
C 0.474 -1.042 -1.142  -0.34
C -2.069 -1.151 -1.457  -0.10
C 1.449 0.002 -0.875  -0.33
C 0.740 1.269 -0.729  -0.32
C 1.339 2.581 -0.560  -0.08
C -1.769 1.979 -0.894  -0.09
C 0.778 -2.434 -1.413  -0.11
C 2.885 -0.184 -0.902  -0.08
Sn -0.026 -0.023 1.206  0.61
Cl -3.559 -3.717 1.523  -0.88
Cl -2.288 -0.402 1.603  0.17
Cl 0.403 -2.216 1.781  0.14
H -2.958 -0.579 -1.170  0.06
H -2.132 -2.124 -0.943  0.07
H -2.106 -1.333 -2.537  0.08
H 0.001 -3.104 -1.022  0.08
H 1.733 -2.739 -0.967  0.06
H 0.846 -2.590 -2.497  0.08
H 3.193 -1.104 -0.383  0.08
H 3.415 0.653 -0.434  0.07
H 3.222 -0.261 -1.947  0.08
H 2.261 2.530 0.035  0.07
H 0.658 3.286 -0.071  0.07
H 1.597 2.991 -1.548  0.08
H -2.697 1.573 -0.469  0.06
H -1.971 2.291 -1.929  0.08
H -1.506 2.870 -0.312  0.07
O -0.382 1.672 2.155  -0.44
H 0.426 2.016 2.495  -0.05
C -0.104 -0.272 3.573  -0.38
H 0.931 -0.379 3.914  -0.06
H -0.675 -1.152 3.843  -0.05
H -0.556 0.549 4.112  -0.04

Its charge is -2. Its HOMO energy is -0.39 eV. Its molecular weight is 392.34 g/mol. The LUMO energy is 4.865 eV. As for the energy relative to the best compared isomer or geometry (same formula, charge and spin): 97.87 kcal/mol.



# 6
ORCA calculation (the ωB97M-V functional and the def2-TZVPD basis) on a molecular structure, C11H19Cl4CuN2O3Pd.

Last column: Löwdin charge in e.
Cartesian coordinates (Å):
C 3.288 9.250 -16.581  -0.02
C 3.437 7.830 -16.036  -0.13
N 2.976 7.794 -14.657  0.02
C 1.867 8.353 -14.065  0.12
C 1.712 7.909 -12.747  0.19
N 2.774 6.950 -12.541  -0.03
C 3.472 6.849 -13.732  0.21
C 2.995 6.202 -11.347  0.02
H 3.511 9.123 -17.640  0.12
H 3.896 9.985 -16.053  0.11
H 2.263 9.610 -16.487  0.08
H 4.427 7.379 -16.102  0.15
H 2.812 7.148 -16.612  0.16
H 1.264 9.015 -14.669  0.14
H 1.059 8.061 -11.900  0.14
H 4.296 6.182 -13.938  0.20
H 2.459 5.263 -11.483  0.13
H 2.624 6.672 -10.436  0.10
H 4.032 5.948 -11.128  0.13
Cu 0.327 6.970 -7.340  0.82
Pd -3.378 8.500 -9.229  1.15
C -0.822 8.315 -9.375  -1.01
O 0.393 8.173 -9.149  0.03
O -1.408 9.077 -10.112  0.03
O -1.469 7.728 -8.521  0.03
Cl -1.861 13.355 -11.829  1.06
C -0.853 11.943 -11.823  -0.57
C -1.203 11.005 -13.041  -0.59
Cl -0.780 11.589 -14.691  0.64
H -0.984 11.364 -10.909  0.06
H 0.179 12.284 -11.745  0.06
H -2.238 10.685 -13.157  0.08
H -0.570 10.125 -12.928  0.03
Cl 2.247 12.147 -9.992  0.65
C 2.527 10.776 -8.877  -0.59
C 3.697 9.795 -9.289  -0.62
Cl 5.280 10.640 -9.442  0.65
H 1.580 10.275 -8.674  0.04
H 2.744 11.331 -7.964  0.08
H 3.559 9.506 -10.331  0.02
H 3.619 8.903 -8.668  0.08

Its charge is +4. Its HOMO energy (spin up / spin down) is -20.51 / -20.02 eV. Its molecular weight is 539.06 g/mol. Its spin multiplicity is 5. The LUMO energy (spin up / spin down) is -12.844 / -17.312 eV.